Entry 1:
{"formula": "C3H4NOP", "method": "wB97M-V/def2-TZVPD", "de_lowest_kj_mol": 243.74, "e_homo_ev": [-7.73, -8.11], "energy_ev": -15998.487, "elements": ["H", "C", "O", "H", "P", "H", "C", "H", "C", "N"], "xyz": [[0.631, 0.325, 1.525], [-1.925, 1.018, -1.014], [1.220, -0.856, -1.385], [1.849, -0.987, 1.404], [-1.925, -0.185, 0.244], [-2.881, -1.083, -0.429], [1.382, -0.052, 0.925], [2.303, 0.500, 0.784], [0.938, -0.508, -0.294], [-1.591, 1.828, -1.760]], "forces_ev_per_a": [[-1.208, 1.043, 1.275], [0.570, -0.023, -0.165], [-0.255, 0.850, 2.674], [-0.998, 0.903, -0.306], [-0.006, -1.194, 0.219], [0.926, 0.533, 0.361], [3.723, -1.867, 1.880], [-0.019, 0.919, 0.031], [-2.525, -1.769, -5.476], [-0.209, 0.605, -0.492]]}

Entry 2:
{"formula": "C35H25Cl2GaN6O6", "method": "wB97M-V/def2-TZVPD", "de_lowest_kj_mol": 115.92, "e_homo_ev": -7.86, "energy_ev": -135352.464, "elements": ["H", "C", "C", "C", "O", "C", "O", "C", "H", "H", "C", "H", "O", "C", "N", "C", "C", "H", "C", "C", "H", "C", "C", "C", "C", "H", "H", "C", "C", "H", "C", "H", "H", "C", "H", "N", "C", "C", "Cl", "C", "H", "O", "H", "H", "H", "C", "H", "C", "O", "N", "N", "H", "C", "C", "C", "H", "C", "C", "H", "H", "H", "H", "C", "C", "H", "O", "H", "C", "N", "Ga", "C", "C", "N", "C", "Cl"], "xyz": [[-1.407, -1.544, -2.168], [0.969, 2.670, -0.341], [3.391, 5.453, -0.048], [0.492, -4.231, 3.096], [0.078, 0.151, -2.124], [5.122, 0.439, 0.650], [1.644, -0.767, -0.137], [4.183, 0.930, 1.564], [0.738, -5.070, 3.733], [2.499, 2.044, 1.782], [2.585, -2.204, -3.369], [3.313, -2.891, -2.960], [0.503, 1.755, 0.459], [4.782, -0.932, 3.028], [3.400, 2.047, 1.332], [0.627, -4.326, 1.721], [2.931, 4.203, 0.361], [2.965, -2.708, -5.414], [1.859, -1.425, -2.467], [0.346, -3.212, 0.953], [1.037, 3.975, 1.359], [-3.699, -1.260, 1.625], [0.038, -3.047, 3.650], [-1.888, 0.724, 4.834], [-1.799, 1.756, 3.918], [0.990, 4.749, -0.226], [-2.382, 0.873, 5.784], [5.638, 4.885, 0.537], [-1.186, 1.514, 2.705], [-0.080, -2.947, 4.719], [-2.365, -1.410, -0.398], [0.439, -3.243, -0.123], [4.610, -1.471, 3.949], [3.855, 3.286, 0.853], [-1.467, -1.349, 5.182], [-1.979, -2.061, -1.520], [-3.373, -1.922, 0.414], [5.200, 3.640, 0.946], [2.738, 0.628, 3.836], [2.399, -2.087, -4.733], [6.686, 5.140, 0.626], [0.944, 2.621, -1.562], [1.336, -1.052, -6.288], [0.010, 0.320, -4.705], [-2.556, -2.803, -1.882], [5.917, -0.655, 0.941], [5.902, 2.927, 1.362], [0.916, -0.532, -2.971], [-1.751, -0.321, -0.084], [-0.662, 0.326, 2.398], [-0.053, -2.061, 1.488], [6.619, -1.001, 0.195], [-4.053, -3.109, 0.045], [4.012, 0.175, 2.733], [2.185, -1.588, -1.007], [-2.205, 2.734, 4.131], [-1.366, -0.514, 4.506], [-0.235, -1.982, 2.807], [5.053, 6.785, -0.293], [0.965, -5.236, 1.247], [0.261, 1.121, -2.123], [-1.099, 2.276, 1.946], [1.445, 3.940, 0.344], [-0.758, -0.680, 3.275], [2.678, 6.164, -0.447], [2.977, -2.442, -0.662], [6.388, -2.185, 2.362], [1.482, -1.164, -5.221], [-3.946, -0.718, 2.612], [0.036, -0.074, 0.438], [5.766, -1.330, 2.139], [4.728, 5.805, 0.030], [-4.562, -4.098, -0.263], [0.741, -0.393, -4.344], [5.234, 1.135, -0.933]], "forces_ev_per_a": [[0.000, 0.096, -0.025], [-0.163, 0.035, -0.315], [0.030, -0.009, -0.080], [-0.009, 0.014, -0.004], [-0.221, -0.013, 0.047], [-0.027, -0.044, -0.084], [0.103, 0.230, 0.122], [-0.044, -0.060, 0.175], [-0.024, -0.015, -0.009], [-0.025, -0.007, -0.020], [0.018, 0.027, -0.011], [-0.016, -0.018, 0.006], [-0.026, -0.028, 0.154], [-0.001, -0.016, -0.006], [-0.091, 0.030, -0.332], [-0.004, -0.010, 0.013], [-0.071, 0.267, -0.114], [0.021, 0.020, -0.003], [-0.032, 0.013, 0.039], [-0.007, -0.019, -0.029], [0.041, -0.079, 0.012], [0.026, 0.021, -0.041], [0.006, 0.005, 0.022], [0.012, -0.006, 0.003], [0.010, -0.015, 0.020], [-0.081, 0.051, 0.077], [0.004, -0.007, 0.003], [-0.135, 0.025, -0.050], [0.012, 0.031, 0.031], [0.002, 0.005, -0.002], [0.054, -0.205, -0.071], [0.058, 0.028, 0.000], [-0.013, 0.014, 0.008], [0.174, -0.108, 0.380], [-0.002, -0.001, -0.009], [0.052, 0.044, -0.002], [-0.108, 0.051, 0.017], [0.050, -0.031, 0.035], [-0.015, 0.012, 0.043], [-0.006, 0.020, 0.001], [0.004, -0.005, -0.016], [-0.014, -0.321, -0.058], [-0.003, 0.003, 0.000], [-0.016, -0.015, 0.012], [0.018, -0.036, 0.035], [0.003, -0.054, -0.006], [0.002, 0.027, -0.008], [0.017, 0.001, -0.021], [0.007, 0.358, -0.004], [0.157, -0.070, -0.027], [0.003, 0.038, -0.012], [0.026, 0.035, 0.007], [0.011, -0.041, 0.155], [0.002, 0.008, -0.073], [0.160, -0.040, 0.142], [-0.023, 0.001, -0.036], [0.052, 0.021, 0.038], [0.014, -0.018, -0.026], [-0.001, -0.006, -0.014], [-0.013, 0.003, -0.011], [0.268, 0.204, 0.009], [0.014, 0.006, 0.017], [-0.034, 0.084, 0.017], [0.020, 0.070, 0.027], [-0.033, -0.008, 0.031], [-0.007, -0.025, 0.020], [-0.020, -0.015, -0.009], [0.024, -0.021, 0.000], [0.006, -0.018, -0.004], [-0.209, -0.414, -0.100], [-0.021, -0.006, -0.017], [0.065, -0.099, 0.042], [0.007, 0.020, -0.113], [-0.026, 0.035, 0.021], [-0.009, -0.050, -0.020]]}

Entry 3:
{"formula": "CH13O5S", "method": "wB97M-V/def2-TZVPD", "total_charge": -1, "de_lowest_kj_mol": 112.25, "e_homo_ev": -3.21, "energy_ev": -22322.252, "elements": ["H", "H", "S", "H", "H", "O", "H", "O", "H", "O", "O", "H", "H", "C", "H", "H", "H", "O", "H", "H"], "xyz": [[1.458, -2.071, -1.552], [-1.734, 1.581, 1.195], [3.106, 0.365, 0.841], [-2.280, 2.474, 0.081], [-4.990, 2.574, -0.487], [-2.366, 2.290, 1.028], [2.890, -0.328, 3.139], [0.585, -1.870, -1.910], [4.570, -0.037, 2.651], [-5.103, 1.773, 0.032], [-2.015, -3.313, -2.731], [-1.932, -3.523, -3.676], [-4.266, 1.481, 0.436], [3.644, -0.530, 2.372], [3.755, -1.594, 2.284], [1.045, 0.611, 0.340], [0.160, 1.800, -0.189], [0.138, 0.866, 0.034], [0.425, -1.000, -1.512], [-1.369, -2.582, -2.707]], "forces_ev_per_a": [[-0.010, -0.124, -0.027], [0.386, -0.137, -0.166], [0.106, -0.456, -0.175], [0.157, -0.140, 0.319], [0.495, -0.169, 0.289], [-0.356, 0.121, -0.259], [0.213, -0.124, 0.132], [0.064, 0.378, 0.080], [0.211, -0.330, 0.322], [-0.440, -0.542, 0.074], [0.516, 0.549, -1.053], [-0.363, -0.314, 0.371], [-0.156, 0.793, -0.317], [-0.779, 1.383, -0.221], [0.188, -0.492, -0.278], [0.482, 0.113, 0.352], [0.440, -0.063, 0.068], [-0.969, -0.148, -0.335], [-0.139, 0.031, 0.057], [-0.046, -0.328, 0.766]]}

Repeat the third record exactly.
{"formula": "CH13O5S", "method": "wB97M-V/def2-TZVPD", "total_charge": -1, "de_lowest_kj_mol": 112.25, "e_homo_ev": -3.21, "energy_ev": -22322.252, "elements": ["H", "H", "S", "H", "H", "O", "H", "O", "H", "O", "O", "H", "H", "C", "H", "H", "H", "O", "H", "H"], "xyz": [[1.458, -2.071, -1.552], [-1.734, 1.581, 1.195], [3.106, 0.365, 0.841], [-2.280, 2.474, 0.081], [-4.990, 2.574, -0.487], [-2.366, 2.290, 1.028], [2.890, -0.328, 3.139], [0.585, -1.870, -1.910], [4.570, -0.037, 2.651], [-5.103, 1.773, 0.032], [-2.015, -3.313, -2.731], [-1.932, -3.523, -3.676], [-4.266, 1.481, 0.436], [3.644, -0.530, 2.372], [3.755, -1.594, 2.284], [1.045, 0.611, 0.340], [0.160, 1.800, -0.189], [0.138, 0.866, 0.034], [0.425, -1.000, -1.512], [-1.369, -2.582, -2.707]], "forces_ev_per_a": [[-0.010, -0.124, -0.027], [0.386, -0.137, -0.166], [0.106, -0.456, -0.175], [0.157, -0.140, 0.319], [0.495, -0.169, 0.289], [-0.356, 0.121, -0.259], [0.213, -0.124, 0.132], [0.064, 0.378, 0.080], [0.211, -0.330, 0.322], [-0.440, -0.542, 0.074], [0.516, 0.549, -1.053], [-0.363, -0.314, 0.371], [-0.156, 0.793, -0.317], [-0.779, 1.383, -0.221], [0.188, -0.492, -0.278], [0.482, 0.113, 0.352], [0.440, -0.063, 0.068], [-0.969, -0.148, -0.335], [-0.139, 0.031, 0.057], [-0.046, -0.328, 0.766]]}

Repeat the third record exactly.
{"formula": "CH13O5S", "method": "wB97M-V/def2-TZVPD", "total_charge": -1, "de_lowest_kj_mol": 112.25, "e_homo_ev": -3.21, "energy_ev": -22322.252, "elements": ["H", "H", "S", "H", "H", "O", "H", "O", "H", "O", "O", "H", "H", "C", "H", "H", "H", "O", "H", "H"], "xyz": [[1.458, -2.071, -1.552], [-1.734, 1.581, 1.195], [3.106, 0.365, 0.841], [-2.280, 2.474, 0.081], [-4.990, 2.574, -0.487], [-2.366, 2.290, 1.028], [2.890, -0.328, 3.139], [0.585, -1.870, -1.910], [4.570, -0.037, 2.651], [-5.103, 1.773, 0.032], [-2.015, -3.313, -2.731], [-1.932, -3.523, -3.676], [-4.266, 1.481, 0.436], [3.644, -0.530, 2.372], [3.755, -1.594, 2.284], [1.045, 0.611, 0.340], [0.160, 1.800, -0.189], [0.138, 0.866, 0.034], [0.425, -1.000, -1.512], [-1.369, -2.582, -2.707]], "forces_ev_per_a": [[-0.010, -0.124, -0.027], [0.386, -0.137, -0.166], [0.106, -0.456, -0.175], [0.157, -0.140, 0.319], [0.495, -0.169, 0.289], [-0.356, 0.121, -0.259], [0.213, -0.124, 0.132], [0.064, 0.378, 0.080], [0.211, -0.330, 0.322], [-0.440, -0.542, 0.074], [0.516, 0.549, -1.053], [-0.363, -0.314, 0.371], [-0.156, 0.793, -0.317], [-0.779, 1.383, -0.221], [0.188, -0.492, -0.278], [0.482, 0.113, 0.352], [0.440, -0.063, 0.068], [-0.969, -0.148, -0.335], [-0.139, 0.031, 0.057], [-0.046, -0.328, 0.766]]}